Record 1
# C21H33CoO3SSi2

A structure of composition C21H33CoO3SSi2 (ωB97M-V/def2-TZVPD, OMol25).

Molecular weight   480.7 g/mol
Energy relative to the best compared isomer or geometry (same formula, charge and spin)   0.3 kcal/mol
LUMO level (spin up / spin down)   2.921 / 2.919 eV
Strongest force on any atom   0.2 eV/Å
Kohn-Sham gap (spin up / spin down)   8.011 / 7.076 eV
Expectation value of S²   0.8533

Structure (ORCA input):
```
! RIJCOSX wB97M-V def2-TZVPD def2/J DEFGRID3
* xyz -1 2
Co -0.5005 0.2241 -0.0881
C -0.4634 1.9648 4.6093
C -0.6257 1.1916 3.2994
C -0.1568 -0.2560 3.4490
C 0.0987 1.8778 2.1608
C -0.5988 2.3118 1.0293
C 0.0689 2.9146 -0.0340
C 1.4258 3.2271 0.0552
C 2.1387 3.9579 -1.0493
C 2.1046 2.8350 1.2003
C 1.4647 2.1276 2.2147
H -1.0539 1.4966 5.4001
H -0.7985 2.9976 4.5009
H 0.5798 1.9806 4.9360
H -1.6852 1.1756 3.0399
H 0.9115 -0.3028 3.6783
H -0.3378 -0.8141 2.5284
H -0.6990 -0.7515 4.2579
H -1.6777 2.2801 1.0257
H -0.5017 3.2296 -0.9009
H 2.9165 4.6067 -0.6432
H 1.4465 4.5731 -1.6252
H 2.6178 3.2610 -1.7414
H 3.1627 3.0557 1.2913
H 2.0379 1.8038 3.0763
C -1.2360 -3.1218 0.6278
Si -0.8569 -1.9009 -0.7764
C -2.3532 -1.9729 -1.9449
C 0.5505 -2.6460 -1.7999
C 0.6247 -3.9659 -2.2561
C 1.6731 -4.3810 -3.0622
C 2.6605 -3.4704 -3.4291
C 2.5922 -2.1603 -2.9805
C 1.5441 -1.7302 -2.1590
Si 1.3301 0.0455 -1.4757
C 1.1413 1.0810 -3.0728
C 3.1158 0.3927 -0.8800
H -1.4910 -4.1086 0.2276
H -2.0755 -2.7617 1.2272
H -0.3780 -3.2427 1.2946
H -2.6656 -3.0059 -2.1314
H -2.0820 -1.5279 -2.9059
H -3.2019 -1.4057 -1.5596
H -0.1459 -4.6804 -1.9791
H 1.7244 -5.4077 -3.4081
H 3.4821 -3.7877 -4.0623
H 3.3733 -1.4650 -3.2761
H 2.0080 0.9588 -3.7314
H 1.0061 2.1474 -2.8780
H 0.2581 0.7388 -3.6195
H 3.8232 0.0208 -1.6282
H 3.3133 -0.1404 0.0542
H 3.3409 1.4444 -0.7123
C -4.7336 -0.7770 0.9070
S -3.5533 0.5384 0.7396
O -3.6492 1.0393 -0.6176
O -3.8734 1.4977 1.7822
O -2.2483 -0.1351 0.9895
H -5.7209 -0.3549 0.7317
H -4.6618 -1.1721 1.9178
H -4.5102 -1.5511 0.1763
*
```

***

Record 2
# C3H7NO3

An isolated molecule of C3H7NO3 (ωB97M-V/def2-TZVPD, OMol25).

Molecular weight   105.1 g/mol
Energy relative to the best compared isomer or geometry (same formula, charge and spin)   73.2 kcal/mol
LUMO level   0.055 eV
Strongest force on any atom   2.1 eV/Å
Kohn-Sham gap   9.980 eV

Structure (ORCA input):
```
! RIJCOSX wB97M-V def2-TZVPD def2/J DEFGRID3
* xyz 0 1
C -0.7592 -0.8991 -1.3396
C -0.8185 -0.8355 0.1415
N -0.8771 0.2921 0.8043
H -1.0707 0.2057 1.7966
H -1.0937 -1.7612 0.6507
H -0.4388 0.0488 -1.7668
H -1.7595 -1.1512 -1.6983
H -0.0674 -1.6830 -1.6513
C 0.7025 1.0253 0.7175
O 0.6277 1.7902 -0.4096
O 1.4230 -0.3630 0.2102
O 1.0949 1.4249 1.7930
H 1.1391 2.5934 -0.2376
H 1.8976 -0.6874 0.9893
*
```

***

Record 3
# C4H8O

A structure of composition C4H8O (ωB97M-V/def2-TZVPD, OMol25).

Molecular weight   72.1 g/mol
Energy relative to the best compared isomer or geometry (same formula, charge and spin)   103.2 kcal/mol
LUMO level   0.712 eV
Strongest force on any atom   0.3 eV/Å
Kohn-Sham gap   8.459 eV

Structure (ORCA input):
```
! RIJCOSX wB97M-V def2-TZVPD def2/J DEFGRID3
* xyz 0 1
C -1.5052 0.5577 0.2704
C -0.2965 -0.6876 -0.4948
C 1.0200 -0.7595 0.1765
C 1.8585 0.3517 -0.0731
O 1.4947 1.3506 -0.7128
H -1.1820 1.5401 -0.0706
H -1.6805 0.5353 1.3539
H -2.3881 0.1920 -0.2475
H -0.9093 -1.5833 -0.4560
H -0.2682 -0.1511 -1.4426
H -0.3077 -0.0398 0.5526
H 1.2796 -1.6080 0.7976
H 2.8847 0.3019 0.3465
*
```